No. 1
{"formula": "C21H40F2N3O6PS2Si", "method": "ωB97M-V with the def2-TZVPD basis set", "elements": ["C", "C", "F", "C", "Si", "C", "C", "C", "C", "F", "C", "O", "S", "O", "O", "O", "C", "P", "O", "O", "S", "H", "H", "H", "H", "H", "H", "H", "H", "H", "H", "H", "H", "H", "H", "H", "H", "H", "H", "H", "C", "C", "C", "C", "N", "H", "H", "H", "H", "H", "H", "H", "C", "C", "C", "C", "N", "H", "H", "H", "H", "H", "H", "H", "C", "C", "C", "C", "N", "H", "H", "H", "H", "H", "H", "H"], "xyz": [[3.75415, -1.69643, 0.92514], [2.36262, -1.23727, 0.39829], [2.18256, -1.86824, -0.85195], [1.14023, -1.46735, 1.36814], [-0.23930, -0.22865, 0.75645], [-0.30913, -0.07850, -1.14336], [-1.98924, -0.68980, 1.33379], [0.06298, 1.56549, 1.39272], [0.62906, -2.94431, 1.03856], [-0.24480, -2.97735, -0.03376], [-0.04538, -3.72451, 2.22049], [-1.43970, -3.60321, 2.32194], [0.67077, -3.39881, 3.88476], [-0.31017, -2.92659, 4.87983], [1.26861, -4.67068, 4.37688], [1.93640, -2.37762, 3.60711], [1.40742, -1.22074, 2.88763], [2.49154, 0.21623, 3.37734], [3.04393, 1.17498, 2.13650], [1.60915, 1.11093, 4.51496], [4.06278, -0.45983, 4.33603], [4.17912, -2.44703, 0.21267], [3.75254, -2.17977, 1.92193], [4.48588, -0.85602, 0.92168], [2.37456, -0.14854, 0.14680], [-1.22122, 0.47634, -1.47482], [-0.17442, -1.03355, -1.68763], [0.55747, 0.56424, -1.44307], [-1.95119, -1.06493, 2.38652], [-2.45518, -1.48120, 0.69761], [-2.68491, 0.17984, 1.32242], [0.95411, 2.06197, 0.93639], [0.06480, 1.57394, 2.51019], [-0.84726, 2.13458, 1.07983], [1.51624, -3.55486, 0.74723], [0.15682, -4.81000, 2.03602], [-1.86938, -3.88758, 1.50914], [0.40028, -1.04104, 3.36136], [2.99678, 2.09615, 2.42683], [2.21391, 1.82535, 4.76075], [-5.50188, 0.91093, 2.54269], [-6.23790, 2.23833, 2.41052], [-6.56192, 2.59791, 0.95911], [-5.35174, 2.79960, 0.15807], [-4.40069, 2.94666, -0.46804], [-4.53618, 0.94036, 2.03781], [-5.31896, 0.68335, 3.59374], [-6.08742, 0.09343, 2.11583], [-5.64026, 3.03044, 2.86842], [-7.17272, 2.18023, 2.97356], [-7.15505, 3.51527, 0.94043], [-7.17616, 1.81540, 0.50786], [1.45751, -3.22240, -6.38277], [2.68044, -3.28485, -5.47505], [2.39679, -2.79746, -4.05251], [2.02493, -1.38221, -4.01472], [1.72694, -0.27376, -3.99401], [1.10305, -2.19695, -6.50499], [1.70191, -3.60842, -7.37365], [0.63911, -3.82225, -5.97811], [3.48912, -2.69806, -5.91792], [3.02861, -4.31971, -5.42557], [3.28843, -2.94321, -3.43853], [1.60266, -3.39773, -3.60261], [-0.44982, 4.54743, -2.13025], [0.90230, 5.23473, -1.97246], [2.07847, 4.33967, -2.37026], [2.19336, 3.16526, -1.50580], [2.26425, 2.23701, -0.83483], [-0.53284, 3.67320, -1.48078], [-1.25577, 5.23296, -1.86538], [-0.60601, 4.22373, -3.16151], [1.01883, 5.56978, -0.93842], [0.91798, 6.12921, -2.60007], [3.00531, 4.91519, -2.30940], [1.97191, 4.02129, -3.40969]], "atomic_forces_ev_per_a": [[0.48, -0.26, -0.46], [1.00, 1.15, 0.43], [-0.52, -0.09, 0.57], [-0.47, -0.76, -1.42], [-1.12, 1.23, -1.05], [0.92, 0.40, -0.06], [-0.19, -0.45, 0.66], [-0.21, -0.25, 0.15], [1.34, 0.19, 1.57], [-0.03, 0.06, 0.33], [-0.56, -1.02, -1.26], [0.31, 0.71, 0.59], [0.33, -3.72, 4.77], [1.54, 0.76, -2.94], [-0.50, 2.81, -2.19], [-1.72, -0.43, -0.65], [-1.63, 0.27, -0.59], [2.83, 0.40, 2.59], [-1.75, -1.00, 1.21], [0.30, -0.75, -2.71], [-0.72, 0.34, -0.59], [-0.51, 0.52, 0.46], [-0.11, 0.44, -0.52], [-0.66, -0.53, 0.21], [0.26, -0.78, 0.20], [0.52, -0.61, 0.37], [-0.36, 0.56, 0.30], [-0.64, -0.53, 0.10], [-0.28, 0.17, -0.71], [0.47, 0.53, 0.50], [0.71, -0.40, -0.11], [-0.80, -0.56, 0.64], [0.16, 0.28, -0.74], [0.58, -0.42, 0.17], [-0.60, 0.46, 0.14], [0.37, 0.80, 0.52], [0.26, -0.01, -0.19], [0.82, 0.32, -0.31], [-0.03, 0.12, -0.32], [-0.01, -0.06, 0.43], [0.00, 0.04, 0.07], [0.12, -0.25, 0.24], [-0.16, 0.19, 0.25], [-0.15, -0.08, -0.09], [0.04, 0.01, 0.07], [-0.05, 0.00, -0.02], [0.01, -0.04, -0.05], [0.04, 0.01, 0.00], [-0.07, 0.04, -0.09], [-0.02, 0.10, -0.11], [0.09, 0.00, -0.14], [0.13, 0.00, -0.09], [0.03, 0.03, -0.05], [-0.14, -0.06, -0.31], [0.30, -0.19, -0.05], [-0.08, -0.06, 0.14], [0.05, 0.01, -0.10], [-0.01, -0.03, 0.05], [-0.05, 0.00, 0.03], [0.00, 0.03, -0.02], [0.00, -0.01, 0.11], [0.04, 0.07, 0.11], [-0.09, 0.14, 0.09], [-0.06, 0.15, 0.02], [0.01, 0.02, 0.06], [-0.40, 0.02, 0.03], [0.06, 0.38, 0.00], [0.04, -0.01, -0.27], [0.22, 0.11, -0.04], [0.00, 0.00, -0.05], [0.00, -0.06, -0.02], [-0.01, -0.02, 0.04], [0.10, -0.02, -0.05], [0.14, -0.04, 0.02], [0.05, -0.16, 0.04], [-0.01, -0.17, 0.09]], "smiles": "C[C@@H](F)[C@@]1([Si](C)(C)C)[C@H](F)[C@H](O)S(=O)(=O)O[C@H]1P(O)(O)=S.CCCC#N.CCCC#N.CCCC#N", "gap_ev": 8.9, "energy_ha": -3066.823771}


No. 2
{"formula": "C4H9N2S", "method": "ωB97M-V with the def2-TZVPD basis set", "elements": ["C", "C", "C", "C", "N", "N", "S", "H", "H", "H", "H", "H", "H", "H", "H", "H"], "xyz": [[-1.46848, 1.41279, 0.33181], [0.69486, 0.93687, -0.59522], [0.39621, -0.53518, -0.63806], [1.09087, -1.45230, 0.36576], [-1.86370, 0.21783, 0.08946], [-0.23886, 1.78685, 0.10704], [-3.32724, -0.42442, -0.31688], [-2.29362, 2.07536, 0.81301], [1.68040, 1.24340, -0.07180], [0.76773, 1.20028, -1.65650], [-0.27762, -0.80639, -1.45128], [2.00707, -1.29056, -0.09262], [0.72915, -2.50718, 0.23416], [0.87591, -1.10758, 1.42446], [0.13754, 2.67030, 0.51643], [-3.60623, -1.10805, 0.74790]], "atomic_forces_ev_per_a": [[-3.68, 0.44, 1.34], [2.50, 0.38, -0.02], [-2.63, 0.79, 2.76], [-4.48, -0.20, -0.54], [3.03, -1.34, -0.80], [0.52, 1.81, 0.81], [-0.61, 0.93, -1.39], [1.94, -0.37, -0.87], [-1.14, -1.23, -1.10], [-0.03, 0.56, 0.12], [0.80, -0.57, -0.09], [2.92, -0.21, 0.22], [0.61, 1.01, 0.16], [0.97, -0.16, -1.30], [-0.71, -1.15, -0.62], [-0.01, -0.70, 1.32]], "relative_energy_kj_mol": 428.2, "charge": 1, "gap_ev": [6.7, 7.2], "energy_ha": -665.129236}